52
Properties=species:S:1:pos:R:3:forces:R:3 method="wB97M-V/def2-TZVPD" homo_energy_ev=-4.8 orbital_gap_ev=7.390 e_tot_ha=-3553.37678 total_charge=-1
H 4.383678 0.614922 2.193556 -0.04 -0.09 -0.39
H 6.393750 1.926564 1.802624 -0.79 0.24 -0.71
C 2.078809 0.588766 0.971923 0.03 -0.33 -1.81
C -0.646859 -2.702974 2.218732 -0.68 -0.39 0.17
H 0.752411 -5.787098 1.296172 -0.50 0.87 0.30
Cd -0.927916 -0.344475 -0.082781 -0.43 0.65 1.16
C 4.571977 2.806716 -0.961852 1.07 0.77 0.77
F -3.793695 -1.355258 -4.725068 0.02 0.13 1.14
C -1.566665 3.957197 0.700679 -0.63 -0.78 -0.51
Cl 0.523429 -3.377963 -0.260840 -0.26 0.48 0.43
C -2.958494 3.707487 0.589794 1.06 -1.07 1.26
C 5.586573 2.855508 -0.000557 0.84 0.18 -0.75
H -1.298293 -4.672836 4.973008 0.05 -0.20 0.36
C 0.469746 2.387663 0.661142 0.24 -1.00 0.62
H 2.108681 0.505321 2.071556 -0.11 0.06 -0.40
C 0.015286 -3.704248 1.384669 -0.44 -0.09 1.75
C 3.297393 1.340287 0.472133 1.26 -0.20 -0.11
F -1.724417 -2.839131 -3.377700 -0.03 -1.33 0.29
Cl -2.074651 -2.007223 4.431931 -0.10 0.28 0.32
C 3.436187 2.105575 -0.726122 -2.30 -1.14 0.86
H 2.575506 2.212631 -1.413312 0.55 -0.26 0.46
O -2.564551 -0.803728 -1.432285 0.83 -0.31 -1.21
H -3.799073 4.389878 0.566504 0.28 0.09 0.11
C -0.906022 2.683437 0.688486 -1.25 1.83 -0.34
C -0.873132 -4.385464 4.030953 0.32 -0.85 -1.41
H -3.954737 1.674683 0.832319 0.07 0.16 -0.22
H 2.120479 -0.454443 0.539112 0.09 0.87 0.69
O -0.967538 -1.520189 1.858787 0.54 0.21 -1.01
C -2.472354 -0.639365 -2.792936 0.25 -0.05 1.17
F -4.489749 -1.969924 -2.725174 0.73 0.48 -0.67
C -1.112959 -3.115862 3.560410 1.38 -0.77 -2.17
C 5.546869 2.000006 1.077974 1.05 -0.27 0.58
C -2.117864 0.884837 -3.049957 0.31 -0.07 -0.16
C -1.387000 -1.598803 -3.465458 0.90 3.11 -0.14
C 4.439623 1.188333 1.264743 -0.62 0.79 0.56
H 6.439900 3.531834 -0.170857 -0.42 -0.46 0.18
C -3.070284 2.294837 0.736984 1.49 -0.14 -1.06
C -3.845101 -0.996437 -3.397987 -1.48 0.59 -0.54
F -4.653312 0.104896 -3.341770 0.33 -0.74 -0.10
N 0.826883 1.144848 0.491785 -0.58 -0.42 0.03
F -0.205285 -1.343788 -2.798864 -0.62 -1.04 -0.39
C -0.230178 -5.362088 3.200758 -0.03 3.30 -1.50
Cl -0.067105 -6.932214 3.803106 0.30 -1.26 0.29
F -1.104959 -1.321972 -4.785575 -0.36 -0.19 1.09
F -2.283244 1.278499 -4.312969 -0.15 -0.09 -0.60
N -1.840676 1.696716 0.680644 -1.49 -0.15 0.36
H 1.185631 3.186904 0.905932 -0.05 -0.28 -0.06
H 4.672097 3.426015 -1.825976 -0.09 0.25 -0.51
C 0.237102 -4.990339 1.877479 -0.52 -1.16 1.88
H -1.102007 4.914273 0.823876 0.25 0.32 -0.24
F -0.799869 1.100992 -2.771484 -0.47 -0.05 0.22
F -2.824019 1.716195 -2.288246 0.19 -0.47 -0.05